Record 1
Entry from the OMol25 dataset: C22H40BeCaF9N4O17PS4 as an isolated structure (ωB97M-V/def2-TZVPD).

The geometry in XYZ format:
```
99
Properties=species:S:1:pos:R:3:lowdin_charge:R:1
O 2.843 0.137 1.416 -0.439
S 1.346 0.519 1.333 1.080
O 0.307 -0.830 1.388 -0.388
C 1.021 -2.102 1.197 -0.200
C 1.649 -2.281 -0.342 -0.261
C 1.607 -3.821 -0.892 -0.162
C 0.223 -4.272 -1.638 -0.195
C -0.872 -5.033 -0.680 -0.237
C -2.428 -4.544 -1.050 -0.450
S -3.144 -3.461 0.302 0.904
C -3.804 -1.836 -0.361 -0.414
N -3.540 -1.070 -1.640 0.050
N -4.324 0.100 -1.514 0.081
C -5.070 0.076 -0.164 -0.196
O -4.748 -1.182 0.571 -0.262
C 1.018 -1.153 -1.349 -0.153
C 1.726 0.324 -1.275 -0.333
P 1.296 1.191 -2.966 0.791
O 2.030 2.594 -3.113 -0.335
O -0.440 1.546 -2.912 -0.228
O 1.548 0.161 -4.349 -0.405
O 1.159 1.206 -0.234 -0.364
H 0.308 -3.027 1.383 0.116
H 1.912 -2.236 1.977 0.136
H 2.803 -2.003 -0.219 0.132
H 2.588 -4.006 -1.543 0.134
H 1.745 -4.525 0.061 0.122
H 0.537 -5.068 -2.470 0.131
H -0.346 -3.424 -2.208 0.098
H -0.837 -6.194 -0.956 0.125
H -0.649 -4.974 0.469 0.097
H -2.453 -4.032 -2.103 0.101
H -3.103 -5.524 -1.141 0.103
H -5.784 0.883 0.295 0.054
H -0.161 -1.121 -1.165 0.134
H 1.139 -1.582 -2.451 0.085
H 2.903 0.264 -1.250 0.138
H -0.892 1.194 -3.735 0.084
H 0.691 -0.363 -4.523 0.056
C -1.447 4.061 -0.803 -0.073
C -2.076 4.032 -2.183 -0.262
O -3.498 3.984 -2.155 -0.124
C -4.243 5.222 -1.982 -0.444
O -3.858 6.130 -2.874 -0.042
C -4.248 5.759 -0.497 -0.505
F -4.350 4.727 0.390 0.091
F -5.328 6.555 -0.253 0.116
F -3.151 6.468 -0.135 0.118
H -1.984 3.407 -0.108 0.072
H -0.401 3.743 -0.854 0.065
H -1.451 5.070 -0.387 0.063
H -1.765 3.096 -2.662 0.074
H -1.687 4.835 -2.818 0.124
H -5.274 4.849 -2.077 0.152
Ca -7.184 -0.421 1.173 1.547
O 6.922 1.369 -2.994 -0.054
C 5.901 0.514 -3.143 -0.343
C 5.731 -0.348 -1.805 -0.375
O 4.719 -1.214 -1.960 -0.243
H 5.979 -0.221 -3.963 0.110
H 4.907 0.951 -3.342 0.098
H 5.639 0.389 -0.988 0.118
H 6.728 -0.775 -1.597 0.073
C 9.442 -2.815 1.742 -0.032
C 8.078 -2.719 1.073 -0.304
C 7.059 -3.720 1.635 -0.154
O 7.338 -5.031 1.123 -0.196
C 8.041 -5.874 2.035 -0.076
N 8.254 -3.031 -0.382 0.226
H 9.963 -3.744 1.497 0.082
H 10.085 -1.988 1.417 0.096
H 9.346 -2.751 2.831 0.103
H 7.697 -1.695 1.143 0.162
H 6.065 -3.453 1.258 0.136
H 7.005 -3.694 2.729 0.136
H 7.829 -5.632 3.082 0.097
H 9.112 -5.801 1.845 0.079
H 7.733 -6.908 1.848 0.098
H 9.078 -2.593 -0.803 0.181
H 7.423 -2.770 -0.928 0.160
H 8.336 -4.059 -0.475 0.169
Be 2.816 -1.127 -4.874 0.364
C -10.828 4.309 7.025 -0.608
F -11.767 3.831 7.894 0.106
F -11.003 5.664 6.982 0.101
F -9.616 4.111 7.625 0.094
S -10.920 3.542 5.374 0.601
O -12.260 3.879 4.888 -0.293
O -10.698 2.115 5.619 -0.317
N -9.714 4.340 4.721 -0.289
S -9.469 3.924 3.211 0.593
O -10.494 4.335 2.248 -0.290
O -8.918 2.586 2.987 -0.386
C -8.071 5.051 2.895 -0.608
F -7.014 4.818 3.730 0.094
F -8.407 6.364 3.081 0.111
F -7.582 4.959 1.625 0.098
O 5.793 0.964 -5.893 -0.320
H 5.886 1.897 -5.943 -0.100
```

Properties
Kohn-Sham gap ... 1.53 eV
Charge ... 0

Record 2
Entry from the OMol25 dataset: C4H4N2 as an isolated structure (ωB97M-V/def2-TZVPD).

The geometry in XYZ format:
```
10
Properties=species:S:1:pos:R:3:lowdin_charge:R:1
C -0.052 -0.622 1.091 -0.138
N 0.317 -1.642 0.248 0.085
C 0.227 0.731 0.872 -0.400
C -0.163 1.163 -0.501 -0.201
C -0.237 1.386 -1.701 0.116
N 0.271 1.975 1.112 0.213
H -0.553 -0.894 2.012 0.114
H 0.708 -1.388 -0.648 0.094
H -0.277 -2.459 0.212 0.098
H -0.239 1.751 -2.697 0.019
```

Properties
Kohn-Sham gap (spin up / spin down) ... 7.50 / 7.34 eV
Charge ... 0

Record 3
Entry from the OMol25 dataset: C3H2F2O as an isolated structure (ωB97M-V/def2-TZVPD).

The geometry in XYZ format:
```
8
Properties=species:S:1:pos:R:3:lowdin_charge:R:1
C 0.524 -0.278 0.638 0.075
C -0.104 -1.233 -0.162 0.080
C -0.645 0.540 0.317 -0.266
O -1.265 -0.403 -0.381 0.108
F -1.057 1.746 0.407 0.269
F 1.250 1.566 -1.147 -0.485
H 1.381 0.279 0.860 0.097
H -0.084 -2.217 -0.533 0.122
```

Properties
Kohn-Sham gap (spin up / spin down) ... 8.24 / 6.20 eV
Charge ... 0

Record 4
Entry from the OMol25 dataset: a 2-piece molecular cluster, CH4N3P overall (ωB97M-V/def2-TZVPD).

The geometry in XYZ format:
```
9
Properties=species:S:1:pos:R:3:lowdin_charge:R:1
C -0.319 0.048 -0.994 -0.467
N 0.978 0.360 -1.518 -0.079
N 1.919 -0.114 -0.919 -0.089
N 1.582 -0.864 0.166 -0.344
P -0.054 -1.014 0.539 0.808
H -0.860 0.969 -0.770 0.053
H -0.893 -0.474 -1.771 0.067
H 2.351 -1.305 0.651 0.075
H -1.080 1.021 2.228 -0.023
```

Properties
Kohn-Sham gap (spin up / spin down) ... 9.49 / 6.92 eV
Charge ... 0

The records above yield total energy values of -5884.5902, -264.0920, -390.2539, -545.9479 hartree, respectively.
The records above yield max |F| values of 7.40, 4.08, 4.08, 1.69 eV/A, respectively.
The records above yield energy above the lowest of the compared OMol25 structures with the same formula, charge and spin values of 284.7, 147.1, 129.7, 109.5 kcal/mol, respectively.